Density functional theory data (ωB97M-V/def2-TZVPD) for 8 unconnected molecules or ions with the total composition C25H54NO15S in a non-equilibrium geometry.

Last column: Löwdin charge in e.
Element x y z (Å)
1 N -0.6289 -0.4157 -0.7697  0.192
2 H -0.2759 -0.6617 -1.6787  0.118
3 H -1.4899 -1.0587 -0.5837  0.139
4 H -0.9839 0.5143 -0.8787  0.100
5 H -0.0369 -0.3217 -0.0117  0.074
6 S 1.1541 2.5593 -1.0277  0.250
7 O 0.5701 3.9343 -1.2407  -0.402
8 O 2.5771 2.6243 -1.0887  -0.333
9 O 0.7051 2.1183 0.2653  -0.442
10 O 0.8301 1.5653 -2.0207  -0.437
11 O -2.2409 -1.0127 1.8003  0.020
12 C -1.9559 -1.1997 2.9833  -0.478
13 O -0.9029 -0.4927 3.5823  -0.025
14 C 0.1491 0.0443 2.7963  -0.224
15 C 1.2761 0.4183 3.7443  -0.031
16 C -2.7939 -1.8497 3.8843  -0.006
17 H -0.2869 0.8683 2.4203  0.077
18 H 0.4351 -0.6757 2.1433  0.065
19 H 1.9451 1.0783 3.1573  0.095
20 H 1.7261 -0.4797 4.3893  0.123
21 H 0.8771 1.1093 4.4263  0.047
22 H -2.4269 -1.5527 4.9343  0.133
23 H -3.0059 -2.9617 3.8213  0.125
24 H -3.7929 -1.3797 3.6813  0.117
25 O -1.9309 -0.2267 -1.8077  -0.056
26 C -3.0839 0.0173 -1.5737  -0.367
27 O -3.9589 -0.8407 -0.8457  0.007
28 C -3.5179 -1.9927 -0.0737  -0.171
29 C -4.3039 -2.1157 1.2123  -0.050
30 C -3.7869 1.1703 -2.1917  0.073
31 H -2.5099 -1.8907 0.1273  0.061
32 H -3.7149 -2.7957 -0.7097  0.113
33 H -3.8109 -2.6647 1.9043  0.021
34 H -5.3569 -2.2947 1.1913  0.090
35 H -4.1779 -1.2117 1.7223  0.051
36 H -4.0309 1.9473 -1.5117  0.102
37 H -4.6149 0.7963 -2.5227  0.018
38 H -3.1409 1.3233 -3.1517  0.134
39 O 0.7381 5.3943 3.7393  0.073
40 C -0.3849 5.4243 3.2473  -0.476
41 O -0.8869 4.8063 2.1533  0.008
42 C -0.1089 3.7953 1.5343  -0.232
43 C -1.1149 3.0633 0.6833  -0.124
44 C -1.4839 6.2493 3.9343  0.046
45 H 0.4021 3.1683 2.2963  0.125
46 H 0.6951 4.0563 0.9393  0.086
47 H -1.2939 3.8463 -0.1137  0.101
48 H -2.1069 2.7813 1.2053  0.095
49 H -0.7499 2.2093 0.1233  0.001
50 H -2.1669 5.7523 3.8233  -0.086
51 H -1.6809 7.2583 3.3223  0.155
52 H -1.2189 6.2973 4.9463  0.073
53 O 1.1541 -2.6487 0.6573  0.068
54 C 1.4221 -3.7037 1.2333  -0.506
55 O 1.9681 -4.7517 0.6763  -0.004
56 C 2.5661 -4.6407 -0.6437  -0.181
57 C 2.6071 -6.0687 -1.2967  -0.081
58 C 1.1441 -3.8457 2.7453  0.056
59 H 3.4941 -4.1327 -0.3067  0.121
60 H 2.1741 -3.8397 -1.4087  0.127
61 H 3.0301 -6.9157 -0.6867  0.076
62 H 3.1091 -6.1177 -2.3847  0.110
63 H 1.6461 -6.4517 -1.6407  0.054
64 H 0.6621 -3.0097 3.3593  0.122
65 H 2.0821 -3.8417 2.9923  0.016
66 H 0.8681 -4.8207 2.9803  0.063
67 C 5.6901 -1.3137 0.9363  -0.091
68 C 4.8301 -0.0587 1.0823  -0.338
69 O 5.1871 0.8843 1.9923  -0.062
70 C 3.5571 -0.0137 0.1463  -0.017
71 H 6.4751 -1.3647 1.7263  0.058
72 H 6.2681 -1.7597 -0.1657  0.158
73 H 4.9581 -2.1827 1.1473  0.066
74 H 3.0081 -0.7947 0.1393  -0.049
75 H 3.9571 0.1553 -0.9027  0.115
76 H 2.7151 0.8213 0.3333  0.111
77 C -0.4899 2.4153 -3.3327  -0.103
78 C -1.1439 3.7723 -3.4857  -0.345
79 O -2.3049 4.1093 -3.9797  -0.090
80 C -0.1719 4.9823 -3.1537  -0.069
81 H -1.1159 1.6863 -4.0357  0.112
82 H -0.6669 2.1883 -2.4327  -0.046
83 H 0.7071 2.2983 -3.5327  0.164
84 H 0.7451 4.8113 -3.6317  0.040
85 H 0.0291 5.0053 -2.0047  0.050
86 H -0.5629 6.0333 -3.3887  0.076
87 C 1.0941 -3.2247 -4.2487  -0.034
88 C -0.0329 -2.4397 -3.7017  -0.420
89 O -0.5879 -2.7387 -2.5777  0.003
90 C -0.5369 -1.2407 -4.4367  -0.015
91 H 1.8651 -2.8997 -4.9367  0.075
92 H 0.5801 -4.0837 -4.7447  0.101
93 H 1.8211 -3.8037 -3.5017  0.102
94 H -0.0049 -0.3357 -4.2667  0.070
95 H -1.3779 -0.8297 -4.0317  0.025
96 H -0.5399 -1.3847 -5.6217  0.148

Computed properties:
* frontier orbital gap: 5.91 eV
* LUMO: 1.8 eV
* net charge: -1
* maximum force: 16.67 eV/Å
* energy: -69818.193 eV



Density functional theory data (ωB97M-V/def2-TZVPD) for 3 unconnected molecules or ions with the total composition C25H55BClN3O9P in a non-equilibrium geometry.

Last column: Löwdin charge in e.
Element x y z (Å)
1 C 3.0730 2.5237 2.4550  0.052
2 C 1.7805 2.1636 3.0984  -0.112
3 N 1.2189 0.7710 3.2829  0.084
4 C 0.8808 -0.0244 2.2159  -0.117
5 N 0.9420 0.2676 0.7015  0.097
6 C 1.0100 -1.0595 -0.0388  -0.283
7 C 2.5522 -1.5853 0.2872  -0.147
8 C 3.7255 -0.5014 -0.0606  -0.160
9 C 4.6852 -0.3791 1.3042  -0.388
10 C 5.7308 0.8818 0.9663  -0.115
11 C 5.5241 -1.7477 1.6348  -0.112
12 C 1.0212 -1.0928 -1.6751  -0.052
13 C 0.7436 0.3375 -2.4187  -0.352
14 C 1.0231 0.0620 -4.0452  -0.050
15 O 1.6465 1.4346 -2.0455  -0.118
16 C -0.2465 -1.8063 0.7770  -0.303
17 C -0.0973 -3.4260 0.5963  -0.114
18 C -1.3692 -4.2018 -0.0674  -0.136
19 C -1.0097 -4.7916 -1.5910  -0.223
20 O -1.8989 -4.2694 -2.6402  -0.142
21 C -1.7153 -1.0944 0.8226  -0.064
22 B -2.3663 -0.6633 -0.6191  -0.444
23 O -2.8804 -1.5622 -1.6706  0.066
24 O -2.4945 0.8162 -0.8687  0.019
25 N 0.2708 -1.4420 2.1879  -0.243
26 P -0.7314 -1.9171 3.5722  0.692
27 O 0.4321 -2.5580 4.7521  -0.367
28 Cl -1.7034 -0.2594 4.4796  0.290
29 H 3.0519 3.2691 1.5331  0.110
30 H 4.0863 2.1214 2.8959  0.079
31 H 1.1546 3.0704 3.5565  0.136
32 H 1.0883 0.4326 4.2727  0.150
33 H 0.1951 0.9263 0.3632  0.141
34 H 2.7174 -1.9415 1.3869  0.098
35 H 2.7709 -2.5430 -0.3922  0.129
36 H 3.3654 0.5881 -0.2806  0.097
37 H 4.4261 -0.9360 -0.9011  0.136
38 H 3.9668 -0.1191 2.2198  0.107
39 H 5.2370 1.6543 0.2120  0.086
40 H 5.9704 1.4349 1.9756  0.068
41 H 6.7535 0.4740 0.5380  0.093
42 H 6.3635 -2.0146 0.8639  0.094
43 H 4.7609 -2.6133 1.8392  0.072
44 H 6.0820 -1.5581 2.6726  0.097
45 H 0.1251 -1.8134 -1.9967  0.139
46 H 1.9834 -1.5538 -2.1625  0.137
47 H -0.3539 0.7357 -2.3587  0.135
48 H 1.1517 -1.0967 -4.2767  0.091
49 H 0.2486 0.5983 -4.7390  0.074
50 H 2.0943 0.5351 -4.2690  0.106
51 H 1.0517 2.2645 -2.0647  0.133
52 H 0.8560 -3.7594 -0.0416  0.124
53 H 0.0840 -3.9231 1.6667  0.118
54 H -2.3854 -3.6297 -0.0703  0.111
55 H -1.5522 -5.1850 0.5851  0.127
56 H 0.0970 -4.5859 -1.9110  0.116
57 H -1.1729 -5.9743 -1.5823  0.136
58 H -1.2863 -3.6828 -3.2093  0.099
59 H -1.8092 -0.1669 1.5358  0.096
60 H -2.4627 -1.9111 1.2728  0.135
61 H -3.1060 -0.9493 -2.4396  0.125
62 H -2.2591 1.3151 -0.0195  0.105
63 H 1.3331 -2.6992 4.2909  0.078
64 C -1.7610 2.6733 5.5255  -0.176
65 O -0.8437 3.7243 5.8162  -0.210
66 C -1.2632 4.9817 5.2776  -0.197
67 C -1.9646 5.8392 6.3348  -0.189
68 O -3.1841 5.2362 6.7819  -0.194
69 C -3.0234 4.5288 8.0105  -0.105
70 H -1.5691 1.8513 6.2203  0.061
71 H -2.8049 2.9853 5.6396  0.093
72 H -1.5964 2.3173 4.5038  0.019
73 H -1.9073 4.8314 4.4009  0.126
74 H -0.3609 5.5046 4.9417  0.121
75 H -2.2357 6.8005 5.8864  0.126
76 H -1.3011 6.0451 7.1863  0.129
77 H -3.0381 5.2362 8.8439  0.091
78 H -2.0948 3.9517 8.0400  0.082
79 H -3.8632 3.8380 8.1199  0.092
80 C -3.5228 -0.9882 -9.0452  -0.106
81 O -3.9048 -1.3464 -7.7200  -0.194
82 C -2.9090 -2.1308 -7.0564  -0.189
83 C -2.0316 -1.2690 -6.1441  -0.202
84 O -1.2704 -0.3127 -6.8904  -0.208
85 C -1.8745 0.9798 -6.8954  -0.108
86 H -4.1417 -0.1443 -9.3622  0.092
87 H -2.4711 -0.6889 -9.1113  0.084
88 H -3.7050 -1.8316 -9.7183  0.090
89 H -2.2991 -2.6797 -7.7864  0.129
90 H -3.4374 -2.8687 -6.4426  0.125
91 H -1.3100 -1.9158 -5.6346  0.109
92 H -2.6309 -0.7670 -5.3717  0.119
93 H -1.6467 1.4930 -5.9573  0.072
94 H -2.9589 0.9319 -7.0292  0.087
95 H -1.4491 1.5531 -7.7228  0.095

Computed properties:
* frontier orbital gap: 6.84 eV
* LUMO: -4.1 eV
* net charge: +1
* maximum force: 5.42 eV/Å
* energy: -72185.083 eV